Formula: C4H7N2
Source: the OMol25 dataset
Level of theory: the ωB97M-V functional and the def2-TZVPD basis

Structure (XYZ):
```
13
Properties=species:S:1:pos:R:3:forces:R:3:mulliken_charge:R:1
C -0.408 1.425 0.322 -1.513 -3.165 -0.285 -0.044
C -1.407 1.528 -0.577 1.061 -2.645 0.326 -0.166
C -1.869 0.024 -0.468 -0.511 -0.512 1.742 -0.216
C 0.673 -0.905 0.052 1.959 0.852 2.831 -0.222
N 1.881 -0.171 0.131 -0.347 0.464 -0.026 -0.436
N -0.482 -0.074 0.262 -2.472 4.228 -1.688 0.127
H 0.219 1.926 0.977 0.986 1.141 0.717 0.404
H -2.647 -0.180 0.320 0.731 0.696 -0.811 0.247
H -2.126 -0.627 -1.331 0.872 0.666 0.236 0.314
H 0.577 -1.659 0.888 -0.202 0.303 -0.835 0.291
H 0.774 -1.319 -0.879 -0.876 -1.654 -2.324 0.355
H 2.549 -0.329 -0.572 0.581 -0.267 -0.893 0.168
H 2.265 0.362 0.874 -0.269 -0.105 1.012 0.180
```
Positions in Å, forces in eV/Å.

The total charge is +1. The value obtained for the calculated total energy is -7228.4901 eV. For the LUMO energy (alpha / beta), the calculation gives -7.22 / -6.92 eV. The value obtained for the HOMO energy (alpha / beta) is -0.52655 / -0.52741 Ha. The calculation puts the HOMO-LUMO gap (alpha / beta) at 7.110 / 7.431 eV. The energy relative to the best compared isomer or geometry (same formula, charge and spin) is 167.1 kcal/mol. The largest force on an atom comes out at 0.1007 hartree/bohr.